1.
DFT (the ωB97M-V functional and the def2-TZVPD basis) results for a structure of composition C64H69BrO4P2RbSi.

```
142
Properties=species:S:1:pos:R:3:forces:R:3:mulliken_charge:R:1
Rb 0.608 -0.119 0.636 -0.1 -0.2 -0.1 0.7885
Br 7.103 0.284 -3.648 0.1 0.0 -0.1 -0.2928
P -1.850 2.204 -2.490 0.0 0.0 0.2 -0.3219
P -3.468 -0.956 -0.695 0.1 0.2 0.2 -0.0299
Si 1.184 -4.246 -0.265 -0.1 0.7 0.3 -2.7072
O 2.557 -2.793 2.791 0.1 -0.3 0.1 -0.2429
O 0.862 -2.808 0.353 -0.2 -0.4 -0.3 2.4825
O -0.329 0.241 3.409 0.1 0.1 0.0 0.0760
O 0.984 2.761 1.650 0.1 -0.2 0.0 0.1820
C -2.430 -1.748 1.746 0.0 0.0 0.0 1.6174
C 2.941 -4.805 0.176 0.2 0.0 0.0 1.1140
C -2.309 -2.500 2.903 -0.1 -0.1 0.0 -0.3429
C -4.368 -2.993 1.108 -0.1 -0.1 0.0 -0.3419
C 0.692 3.319 -1.952 -0.1 -0.1 0.0 0.1035
C -1.185 4.481 -1.011 0.0 0.0 0.0 -0.6806
C -1.542 -0.216 5.428 0.0 0.4 -0.7 1.1690
C 1.498 -4.005 -4.965 0.0 0.0 0.1 -0.9224
C 3.348 -5.962 0.844 0.1 0.1 0.0 -0.3839
C -3.080 -0.734 7.199 0.0 0.0 -0.1 -0.9266
C 5.453 0.201 -2.692 -0.1 0.0 0.1 -0.2102
C -1.480 -4.976 -0.154 -0.1 -0.1 0.0 -1.8519
C 0.024 -6.943 -0.255 0.0 -0.1 0.0 -2.0290
C -1.524 -0.635 -2.704 -0.1 0.0 0.1 -2.1030
C -2.073 -1.389 7.898 0.0 0.0 0.1 0.6506
C -1.823 2.062 -6.597 0.0 0.1 0.0 -0.8055
C -0.104 -5.553 1.832 0.0 -0.1 0.0 -1.4508
C -1.505 3.361 -6.976 0.0 0.0 0.0 -0.4390
C -2.347 -2.006 9.243 0.0 0.0 0.0 -1.5504
C -0.779 0.691 -2.449 -0.2 -0.1 -0.2 1.3197
C 1.255 -4.196 -2.161 0.0 -0.1 -0.2 -0.1815
C -5.402 -3.750 -3.062 0.0 0.1 0.0 -0.6674
C 1.150 -2.968 -2.816 0.1 0.0 0.0 0.9201
C 4.269 0.010 -3.382 0.0 0.0 0.2 -0.5547
C -0.507 -0.872 6.108 0.1 -0.1 0.2 0.9951
C 1.523 -5.322 -2.952 -0.1 0.0 0.0 -0.3128
C -2.836 -0.148 5.966 -0.2 0.0 0.1 1.2613
C -6.569 -3.069 -3.398 0.0 0.0 0.0 -0.4579
C -0.329 5.468 -0.528 -0.1 -0.1 0.0 -0.6534
C 2.959 0.087 -1.249 0.4 0.3 -0.3 0.9829
C 4.693 -6.212 1.114 -0.1 0.1 -0.1 -0.9083
C -0.120 -5.523 0.298 -0.1 0.0 0.0 2.9250
C -1.274 4.316 -5.999 0.0 0.0 0.1 -0.6988
C 3.079 -0.037 -2.652 -0.1 0.0 0.0 -0.2960
C -3.991 0.497 5.231 0.0 0.0 0.0 -1.7626
C 5.660 -5.300 0.720 0.0 0.0 0.0 -0.5879
C 5.282 -4.136 0.059 -0.1 0.0 0.0 -0.6546
C 1.547 4.292 -1.464 0.0 0.0 0.1 -0.5727
C -5.814 -1.177 -2.124 0.0 0.0 -0.1 -0.7337
C -0.806 -1.450 7.340 0.1 0.1 -0.1 -1.2798
C 4.225 0.281 -0.649 -0.1 -0.1 0.2 -0.4299
C 5.453 0.336 -1.315 -0.1 0.0 -0.1 -0.6353
C 2.321 2.241 1.784 -0.1 0.1 0.1 0.8401
C 1.276 -2.869 -4.201 0.0 0.0 0.0 -0.6119
C 2.141 -1.926 2.202 0.3 0.0 0.3 -0.2283
C -1.908 1.728 -5.254 0.0 0.0 0.0 -0.1320
C 1.915 3.746 3.567 0.0 0.1 0.1 -0.6803
C -3.440 -2.001 0.816 0.0 0.0 0.0 -0.1640
C -4.272 -3.732 2.283 0.0 0.0 0.0 -0.9276
C 1.034 5.376 -0.761 0.0 0.0 0.1 -0.5834
C -4.449 -3.144 -2.256 0.0 0.0 0.0 0.3172
C -6.775 -1.782 -2.928 0.1 0.0 0.0 -0.6371
C -1.350 3.977 -4.653 0.0 0.1 0.0 -0.4897
C -1.856 -1.448 -1.443 -0.1 0.2 -0.1 2.5793
C 1.628 -5.237 -4.335 0.0 0.0 0.1 -0.9349
C 3.942 -3.896 -0.207 0.0 -0.1 0.0 -0.3078
C -1.661 2.678 -4.258 0.0 -0.1 -0.1 0.8478
C 0.900 -1.010 5.586 -0.1 -0.1 -0.1 -1.0207
C -1.330 0.377 4.076 -0.1 -0.4 0.4 -0.9187
C 0.612 3.445 2.845 0.0 0.0 -0.1 -0.0437
C 2.740 2.507 3.223 0.0 0.1 0.0 -0.3650
C -3.236 -3.501 3.177 0.0 0.1 -0.1 -1.3217
C -0.688 3.406 -1.742 0.2 0.1 -0.1 0.8923
C -4.643 -1.847 -1.775 -0.2 0.0 0.0 0.0868
H -7.676 -1.241 -3.191 0.0 0.0 0.0 0.3994
H -1.839 -2.513 -1.670 0.0 -0.1 0.0 -0.0178
H 2.614 4.198 -1.627 0.0 0.0 0.0 0.4653
H -2.163 0.709 -4.985 0.0 0.1 0.0 0.2421
H -0.757 -7.589 0.172 0.0 0.0 0.0 0.5196
H -1.714 -0.959 1.553 -0.1 -0.1 0.1 -0.5907
H 4.282 -0.104 -4.460 0.0 0.0 0.0 0.4445
H -1.152 4.733 -3.903 0.0 0.0 0.0 0.3523
H 4.982 -7.119 1.635 0.0 0.0 0.0 0.3815
H -4.150 0.047 4.249 0.0 0.0 0.0 0.3277
H -5.163 -3.208 0.402 0.0 0.0 0.1 0.4047
H -3.843 1.568 5.083 0.0 0.0 0.0 0.3646
H 2.381 4.641 3.147 0.0 0.0 0.0 0.2982
H -0.029 2.803 3.457 0.0 0.0 0.0 -0.3598
H -3.330 -2.477 9.270 0.0 0.0 0.0 0.3820
H 0.987 -7.403 -0.022 0.0 0.0 0.0 0.2590
H 1.552 -1.365 6.384 0.0 0.0 0.0 0.4755
H -5.234 -4.756 -3.426 0.0 0.0 0.0 0.4334
H -2.179 0.945 3.662 0.0 0.0 0.0 0.1898
H -1.095 -1.323 -0.675 0.0 -0.2 -0.2 -2.1424
H 1.037 -2.075 -2.210 0.0 0.0 0.0 0.6294
H -1.021 5.332 -6.278 0.0 0.0 0.0 0.3782
H 2.181 -0.198 -3.254 0.0 0.0 0.0 -0.3492
H -0.914 -1.266 -3.343 0.2 -0.1 -0.1 0.1919
H -5.963 -0.163 -1.771 0.0 0.0 0.0 0.3790
H -1.649 -3.967 0.226 0.0 0.0 0.0 -0.1234
H 2.456 1.673 3.869 0.0 0.0 0.0 -0.2277
H 0.832 -5.957 2.230 0.0 0.0 0.0 0.2761
H 4.296 0.381 0.439 0.0 0.0 0.0 0.0521
H -1.554 -4.945 -1.248 0.0 0.0 0.0 0.2950
H 0.048 4.333 2.558 0.0 0.0 0.0 0.3209
H 0.018 0.825 -3.182 0.0 -0.1 0.0 0.7737
H -0.013 -1.964 7.874 0.0 0.0 0.0 0.3519
H -0.286 0.675 -1.480 -0.1 0.1 -0.3 -1.9977
H -2.328 -1.246 10.027 0.0 0.0 0.0 0.2927
H -4.997 -4.512 2.485 0.0 0.0 0.0 0.4061
H 2.615 -6.688 1.175 0.0 0.0 0.0 0.0344
H -3.139 -4.103 4.072 0.0 0.0 0.0 0.4269
H -1.479 -2.327 3.577 0.0 0.0 0.0 0.6909
H -2.291 -5.620 0.219 0.0 0.0 0.0 0.6136
H -1.433 3.623 -8.024 0.0 0.0 0.0 0.3718
H 1.296 -0.082 5.182 0.0 0.1 0.1 -0.0747
H -4.083 -0.694 7.612 0.0 0.0 0.0 0.3488
H -2.444 -0.450 -3.269 0.0 -0.1 0.1 0.7288
H -0.095 -6.969 -1.341 0.0 0.0 0.0 0.3795
H 3.815 2.658 3.311 0.0 0.0 0.0 0.4821
H 6.386 0.479 -0.784 0.0 0.0 0.0 0.4070
H 1.598 -3.928 -6.041 0.0 0.0 0.0 0.3866
H -0.225 -4.548 2.243 0.0 0.0 0.0 -0.0945
H -1.600 -2.758 9.493 0.0 0.0 0.0 0.3628
H -0.927 -6.179 2.206 0.0 0.0 0.0 0.4771
H -3.555 -3.699 -1.993 0.0 0.0 0.0 0.3532
H 1.108 2.477 -2.494 0.1 0.1 0.0 0.1737
H 1.837 -6.125 -4.921 0.0 0.0 0.0 0.4113
H 1.780 3.899 4.639 0.0 0.0 0.0 0.4052
H 1.230 -1.900 -4.685 0.0 0.0 0.0 0.4866
H 1.682 -6.286 -2.478 0.0 0.0 0.0 0.3013
H 3.669 -2.971 -0.714 0.0 -0.1 0.0 0.3948
H 2.322 1.183 1.536 0.4 0.2 0.2 -0.9285
H 6.025 -3.410 -0.250 0.0 0.0 0.0 0.4992
H -7.310 -3.543 -4.029 0.0 0.0 0.0 0.3697
H 1.701 6.142 -0.382 0.0 0.0 0.0 0.3566
H 6.707 -5.491 0.930 0.0 0.0 0.0 0.3551
H -4.907 0.367 5.806 0.0 0.0 0.0 0.3642
H 0.949 -1.730 4.766 -0.1 0.0 0.0 0.1318
H -0.729 6.307 0.028 0.0 0.0 0.0 0.4399
H 2.970 2.739 1.061 0.0 0.0 0.0 0.3129
H -2.254 4.554 -0.838 0.0 0.0 0.0 0.3772
H -2.003 1.305 -7.350 0.0 0.0 0.0 0.4130
```
Forces are in eV/Å.

Results
Strongest force on any atom in eV Å⁻¹: 0.813
Gap between HOMO and LUMO in eV: 5.5
Energy above the lowest of the compared OMol25 structures with the same formula, charge and spin in kJ/mol: 5.04
HOMO in eV: -3.988
Multiplicity: 1
LUMO level in eV: 1.48
Total charge: -1



2.
DFT (the ωB97M-V functional and the def2-TZVPD basis) results for an isolated molecule of C7H14.

```
21
Properties=species:S:1:pos:R:3:forces:R:3:nbo_charge:R:1
C -1.065 -1.227 -0.194 0.1 -0.1 0.1 -0.4097
C -1.005 1.430 -0.234 0.1 -0.2 0.0 -0.3946
C 1.420 0.548 -0.577 0.0 -0.1 0.0 -0.4095
C 1.538 -0.880 0.012 0.0 0.1 -0.2 -0.3995
C 0.484 1.548 0.125 0.1 0.0 0.1 -0.4038
C 0.293 -1.577 0.546 -0.4 0.5 0.1 -0.4158
C -1.690 0.146 0.267 0.1 -0.2 0.0 -0.3917
H -0.981 -1.152 -1.292 0.3 -0.3 0.3 0.1970
H -2.744 0.202 -0.064 0.4 -0.3 0.0 0.2064
H 0.803 2.571 -0.119 0.0 -0.2 0.0 0.2069
H 1.073 0.460 -1.624 0.1 -0.1 0.4 0.1952
H 1.974 -1.490 -0.790 -0.3 0.0 0.0 0.1946
H 2.189 -1.153 0.855 0.8 1.4 -0.2 0.2040
H 0.604 1.435 1.208 0.0 0.1 0.0 0.1949
H -1.129 1.513 -1.326 0.1 -0.1 0.2 0.1903
H 0.077 -1.337 1.593 0.2 0.6 0.0 0.1885
H 2.422 0.981 -0.667 -0.1 0.0 0.1 0.2125
H -1.535 2.307 0.176 0.1 -0.4 0.0 0.2064
H -1.833 -1.981 0.007 0.2 -0.1 0.0 0.2123
H 0.851 -2.531 0.732 -2.1 -0.6 -0.9 0.2236
H -1.747 0.187 1.366 0.2 -0.1 -0.1 0.1919
```
Forces are in eV/Å.

Results
Strongest force on any atom in eV Å⁻¹: 2.341
Gap between HOMO and LUMO in eV: 11.3
Energy above the lowest of the compared OMol25 structures with the same formula, charge and spin in kJ/mol: 91.38
HOMO in eV: -10.126
Multiplicity: 1
LUMO level in eV: 1.17
SMILES: C1CCCCCC1



3.
DFT (the ωB97M-V functional and the def2-TZVPD basis) results for a cluster of 2 separate species, C26H31NO5 in total.

```
63
Properties=species:S:1:pos:R:3:forces:R:3:nbo_charge:R:1
O -1.958 2.756 1.890 -0.4 0.3 -0.4 -0.6738
O 3.216 2.779 6.518 1.0 -0.2 0.2 -0.5056
O 1.012 2.186 -0.742 0.2 0.7 -0.4 -0.5690
O 1.783 0.382 0.334 0.6 -0.5 -0.7 -0.7231
O -0.933 3.305 -0.036 0.4 0.6 -0.4 -0.5573
N -1.907 -2.868 -1.869 0.9 1.0 0.1 -0.2745
C 1.106 2.658 5.449 1.0 -0.1 0.2 -0.2677
C 1.858 -0.901 -4.090 0.0 -0.1 -0.5 -0.1977
C 2.967 1.330 4.568 -0.1 0.7 0.8 -0.3370
C -4.255 -3.422 -1.301 -0.1 0.1 -0.4 -0.4110
C 1.518 -1.393 -5.359 -0.2 0.0 0.5 -0.1477
C -2.909 -2.915 -0.789 -0.1 -0.1 0.6 -0.2239
C -4.115 -4.745 -2.050 0.0 -0.1 0.0 -0.4036
C 0.968 1.294 0.306 -1.6 0.4 1.3 0.7413
C -3.033 -4.666 -3.122 -0.1 0.1 -0.2 -0.4090
C -1.157 -1.803 -2.062 -0.7 -0.9 0.2 0.2720
C -0.652 -2.058 -4.514 0.2 -0.1 0.4 -0.1906
C 0.318 4.167 -1.872 0.0 -0.3 0.4 -0.6214
C 2.460 2.249 5.518 -0.4 -0.6 -0.9 0.2865
C -1.057 2.530 1.101 1.1 -1.0 0.7 0.7544
C 0.284 2.131 4.473 0.0 -0.2 -0.2 -0.1950
C -0.300 -1.615 -3.207 0.8 0.1 -1.2 -0.1112
C -1.719 -4.165 -2.537 -0.1 -0.5 -0.4 -0.2369
C 0.251 -1.956 -5.568 -0.1 0.1 0.2 -0.2261
C 0.774 1.188 3.565 -0.1 -0.1 -0.5 -0.0400
C 2.118 0.826 3.594 -0.2 0.0 0.1 -0.1443
C 1.244 4.296 0.478 0.1 0.1 0.1 -0.6724
C 0.951 -0.974 -3.040 -0.5 -0.2 0.5 -0.1503
C 0.413 3.480 -0.503 -0.5 -0.7 -0.3 0.5381
C -0.122 0.652 2.461 0.2 -0.3 0.9 -0.4244
C 4.594 2.336 6.608 -0.9 0.3 -0.1 -0.2557
C -0.075 1.493 1.263 0.1 1.1 -1.9 -0.4975
H -2.861 -5.648 -3.576 0.0 0.1 0.1 0.2328
H 4.656 1.247 6.771 -0.1 0.4 0.0 0.1780
H -0.163 5.141 -1.758 0.1 -0.1 0.0 0.2181
H 4.012 1.018 4.597 -0.3 0.1 0.0 0.2077
H -3.857 -5.540 -1.340 -0.1 0.0 -0.1 0.2049
H 2.246 4.437 0.057 -0.1 -0.1 0.1 0.2140
H 1.194 -0.570 -2.055 0.2 0.0 -0.1 0.2754
H 2.842 -0.458 -3.924 -0.4 -0.1 0.0 0.2412
H 5.161 2.607 5.702 -0.2 -0.1 0.3 0.1786
H -4.934 -3.540 -0.451 0.2 0.1 -0.1 0.2400
H -0.953 -4.110 -3.312 -0.1 0.2 0.4 0.2454
H -3.358 -3.990 -3.924 0.1 -0.1 0.1 0.2050
H 4.978 2.876 7.475 0.1 -0.2 -0.2 0.1959
H -0.751 2.458 4.372 0.2 -0.1 0.1 0.2300
H 2.508 0.159 2.823 -0.2 0.1 0.2 0.2197
H -1.393 -4.882 -1.766 0.0 0.4 -0.1 0.2207
H -0.029 -2.322 -6.558 0.1 0.2 0.3 0.2288
H -1.642 -2.483 -4.694 0.3 0.1 0.0 0.2139
H 0.740 3.378 6.174 0.1 -0.1 -0.1 0.2157
H -1.152 0.655 2.825 0.0 -0.3 0.0 0.2227
H 0.224 -0.351 2.186 -0.2 -0.1 0.2 0.2045
H -2.546 -3.617 -0.023 0.1 0.3 -0.1 0.2168
H -4.695 -2.671 -1.968 0.0 0.0 0.1 0.2123
H 1.321 4.299 -2.284 -0.1 0.0 0.1 0.2122
H 2.231 -1.331 -6.182 -0.2 0.0 0.3 0.2290
H -1.176 -1.037 -1.275 -0.2 -0.1 -0.3 0.2586
H -5.068 -5.011 -2.515 0.1 0.0 0.1 0.2296
H 1.328 3.818 1.463 -0.1 0.1 -0.3 0.2458
H -0.276 3.545 -2.548 0.1 0.1 0.1 0.2157
H 0.781 5.283 0.593 0.1 -0.2 0.0 0.2180
H -3.009 -1.917 -0.349 0.2 -0.2 -0.1 0.2429
```
Forces are in eV/Å.

Results
Strongest force on any atom in eV Å⁻¹: 2.155
Gap between HOMO and LUMO in eV: 3.8
Energy above the lowest of the compared OMol25 structures with the same formula, charge and spin in kJ/mol: 302.64
HOMO in eV: -5.885
Multiplicity: 1
LUMO level in eV: -2.08



4.
DFT (the ωB97M-V functional and the def2-TZVPD basis) results for a cluster of 3 separate species, C2H9NS in total.

```
13
Properties=species:S:1:pos:R:3:forces:R:3:nbo_charge:R:1
S -1.101 -0.859 -2.256 1.1 3.8 0.7 -0.2874
N 0.524 -0.448 0.411 0.1 -0.2 -0.3 -0.6457
C 1.271 0.730 0.816 -0.9 0.4 0.1 -0.4163
C -0.847 -0.511 0.907 0.5 -0.7 -0.3 -0.4269
H 0.688 1.642 0.595 0.2 0.2 0.0 0.1487
H 0.445 -0.544 -0.608 0.7 0.1 0.9 0.3680
H -0.846 -0.653 1.987 -0.1 0.1 0.0 0.1982
H -1.244 -1.420 0.440 -0.3 0.1 0.4 0.2016
H -0.547 -0.681 -3.462 0.0 0.0 0.0 0.1366
H 2.245 0.827 0.338 -0.1 -0.3 0.0 0.2025
H 1.399 0.719 1.905 0.1 -0.1 -0.2 0.1937
H -1.513 0.316 0.621 0.2 0.2 0.1 0.1585
H -0.474 0.883 -1.694 -1.5 -3.7 -1.4 0.1685
```
Forces are in eV/Å.

Results
Strongest force on any atom in eV Å⁻¹: 4.215
Gap between HOMO and LUMO in eV: 7.4
Energy above the lowest of the compared OMol25 structures with the same formula, charge and spin in kJ/mol: 271.70
HOMO in eV: -8.546
Multiplicity: 1
LUMO level in eV: -1.11



5.
DFT (the ωB97M-V functional and the def2-TZVPD basis) results for a cluster of 2 separate species, H4N2O3Si in total.

```
10
Properties=species:S:1:pos:R:3:forces:R:3:nbo_charge:R:1
Si -0.111 -0.230 -0.113 -0.4 -2.0 1.3 1.8151
O -1.652 -0.741 -0.152 -0.2 0.4 0.1 -1.1042
O -0.389 1.809 1.539 -0.1 1.0 1.0 -0.3341
O 1.492 1.641 0.410 -0.3 0.4 0.7 -0.4076
N 0.540 -0.291 -1.680 -0.2 1.0 1.9 -1.2900
N 0.358 1.302 0.762 0.4 -0.7 -1.9 0.2147
H 0.214 -0.955 -2.332 -0.3 -0.8 -0.7 0.4177
H 0.041 -1.312 2.443 0.1 0.5 -1.5 -0.2571
H 1.532 -0.229 -1.588 0.8 0.1 -0.7 0.4140
H -2.024 -0.994 0.709 0.2 0.1 -0.3 0.5315
```
Forces are in eV/Å.

Results
Strongest force on any atom in eV Å⁻¹: 2.446
Gap between HOMO and LUMO (spin up / spin down) in eV: 8.9 / 7.1
Energy above the lowest of the compared OMol25 structures with the same formula, charge and spin in kJ/mol: 360.49
HOMO (spin up / spin down) in eV: -9.876 / -8.161
Multiplicity: 1
LUMO level (spin up / spin down) in eV: -0.97 / -1.04